# 1
The following is a quantum chemistry calculation of 4 unconnected molecules or ions with the total composition C23H50IN2O4 at a distorted geometry, from the OMol25 dataset.

Each line ends with the Löwdin charge.
Positions of all 80 atoms, in Å:
C (-1.682, 3.529, 4.076)  -0.175
C (-2.029, 3.584, 2.545)  -0.677
I (-0.118, 3.248, 1.489)  0.793
C (-3.025, 2.468, 2.061)  -0.289
N (-4.301, 2.432, 2.780)  -0.020
C (-5.286, 3.356, 2.241)  -0.253
O (-6.612, 3.069, 2.816)  -0.052
N (-6.758, 1.758, 3.135)  -0.073
O (-7.921, 1.492, 3.146)  0.000
C (-4.996, 4.868, 2.560)  -0.668
O (-4.510, 5.615, 1.681)  -0.072
O (-5.285, 5.339, 3.718)  -0.090
H (-1.031, 2.640, 4.272)  0.045
H (-2.594, 3.413, 4.710)  0.072
H (-1.183, 4.477, 4.391)  0.078
H (-2.344, 4.605, 2.214)  0.067
H (-2.517, 1.470, 2.153)  0.094
H (-3.266, 2.682, 0.986)  0.119
H (-4.199, 2.508, 3.790)  0.109
H (-5.375, 3.255, 1.126)  0.152
C (3.598, -1.956, 5.655)  -0.117
C (3.301, -1.952, 4.160)  -0.273
C (2.888, -0.576, 3.635)  -0.225
C (1.597, -0.014, 4.236)  -0.226
C (0.363, -0.901, 4.060)  -0.265
C (-0.011, -1.118, 2.599)  -0.110
H (2.721, -1.679, 6.243)  0.065
H (3.910, -2.953, 5.977)  0.066
H (4.405, -1.257, 5.892)  0.073
H (2.530, -2.695, 3.936)  0.097
H (4.200, -2.272, 3.624)  0.102
H (2.790, -0.631, 2.546)  0.091
H (3.698, 0.136, 3.826)  0.109
H (1.400, 0.962, 3.782)  0.085
H (1.743, 0.178, 5.304)  0.101
H (-0.481, -0.427, 4.571)  0.103
H (0.512, -1.869, 4.550)  0.096
H (-0.215, -0.163, 2.108)  0.045
H (-0.909, -1.735, 2.526)  0.072
H (0.784, -1.625, 2.048)  0.063
C (0.982, 0.627, -1.289)  -0.119
C (2.435, 0.179, -1.189)  -0.258
C (3.427, 1.339, -1.287)  -0.222
C (3.399, 2.101, -2.614)  -0.223
C (3.652, 1.245, -3.856)  -0.267
C (5.033, 0.600, -3.867)  -0.115
H (0.770, 1.101, -2.250)  0.068
H (0.314, -0.233, -1.190)  0.065
H (0.740, 1.336, -0.495)  -0.032
H (2.644, -0.571, -1.959)  0.086
H (2.581, -0.322, -0.227)  0.095
H (4.437, 0.955, -1.108)  0.099
H (3.229, 2.047, -0.476)  0.108
H (4.151, 2.897, -2.572)  0.108
H (2.436, 2.607, -2.726)  0.103
H (3.557, 1.881, -4.741)  0.104
H (2.885, 0.471, -3.950)  0.081
H (5.817, 1.362, -3.826)  0.073
H (5.174, 0.020, -4.782)  0.066
H (5.170, -0.078, -3.022)  0.064
C (0.610, -1.715, -4.092)  -0.118
C (0.064, -2.701, -5.118)  -0.268
C (-1.411, -2.465, -5.448)  -0.230
C (-2.372, -2.637, -4.269)  -0.227
C (-2.323, -4.006, -3.590)  -0.271
C (-2.722, -5.148, -4.518)  -0.117
H (0.089, -1.796, -3.136)  0.061
H (1.670, -1.910, -3.907)  0.067
H (0.513, -0.688, -4.451)  0.078
H (0.219, -3.724, -4.764)  0.098
H (0.645, -2.604, -6.040)  0.104
H (-1.702, -3.141, -6.258)  0.098
H (-1.529, -1.452, -5.847)  0.109
H (-3.392, -2.452, -4.623)  0.110
H (-2.174, -1.865, -3.519)  0.103
H (-3.008, -3.994, -2.736)  0.105
H (-1.327, -4.195, -3.180)  0.098
H (-3.737, -5.003, -4.896)  0.074
H (-2.694, -6.099, -3.982)  0.067
H (-2.046, -5.231, -5.371)  0.063

Output
Frontier orbital gap (Eh): 0.2524
Total charge: -1
2S+1: 1
ΔE to the lowest compared entry with this formula, charge and spin (eV): 0.000
Calculated total energy (eV): -43932.514

# 2
The following is a quantum chemistry calculation of a molecular structure, C20H35FN2O6S at a distorted geometry, from the OMol25 dataset.

Each line ends with the natural charge from an NBO analysis.
Positions of all 65 atoms, in Å:
C (1.734, -4.402, -1.340)  -0.613
C (1.769, -3.210, -2.303)  -0.423
C (1.280, -3.579, -3.688)  -0.062
O (1.117, -2.435, -4.513)  -0.530
C (-0.219, -2.180, -4.903)  -0.078
C (-0.927, -1.342, -3.872)  -0.131
C (-1.662, -1.864, -2.852)  0.333
O (-1.781, -3.227, -2.726)  -0.534
C (-3.147, -3.685, -2.908)  -0.059
C (-3.143, -5.046, -3.554)  -0.627
C (-2.331, -1.052, -1.895)  -0.336
C (-2.265, 0.297, -1.974)  0.430
F (-2.912, 1.065, -1.092)  -0.305
C (-1.518, 0.915, -3.015)  -0.006
N (-1.387, 2.221, -3.214)  -0.583
S (-0.447, 2.339, -4.531)  0.968
N (-0.211, 0.804, -4.862)  -0.641
C (-0.860, 0.076, -3.945)  0.192
H (2.731, -4.792, -1.158)  0.206
H (1.117, -5.223, -1.702)  0.201
H (1.341, -4.106, -0.373)  0.212
H (1.209, -2.368, -1.907)  0.204
H (2.801, -2.881, -2.390)  0.204
H (2.058, -4.190, -4.153)  0.173
H (0.383, -4.192, -3.637)  0.175
H (-0.174, -1.604, -5.822)  0.207
H (-0.775, -3.091, -5.111)  0.180
H (-3.654, -3.659, -1.945)  0.173
H (-3.645, -2.978, -3.568)  0.179
H (-2.360, -5.692, -3.172)  0.223
H (-2.962, -4.921, -4.618)  0.210
H (-4.122, -5.497, -3.435)  0.218
H (-2.903, -1.477, -1.086)  0.239
C (2.416, 4.228, 2.133)  -0.259
O (1.453, 5.036, 1.476)  -0.553
C (1.691, 5.148, 0.081)  -0.088
C (0.768, 4.256, -0.718)  -0.088
O (1.044, 2.882, -0.486)  -0.553
C (0.112, 2.282, 0.394)  -0.259
H (2.065, 4.036, 3.146)  0.202
H (2.552, 3.270, 1.625)  0.178
H (3.377, 4.752, 2.187)  0.162
H (2.735, 4.919, -0.152)  0.174
H (1.502, 6.190, -0.199)  0.182
H (0.930, 4.443, -1.785)  0.180
H (-0.278, 4.483, -0.491)  0.179
H (-0.857, 2.162, -0.101)  0.173
H (-0.019, 2.874, 1.303)  0.178
H (0.492, 1.298, 0.665)  0.187
C (-0.599, 2.135, 4.325)  -0.254
O (0.723, 2.253, 4.821)  -0.555
C (0.769, 2.452, 6.227)  -0.088
C (1.135, 1.180, 6.958)  -0.089
O (0.117, 0.197, 6.843)  -0.551
C (0.416, -0.810, 5.894)  -0.253
H (-0.541, 1.801, 3.291)  0.189
H (-1.179, 1.407, 4.897)  0.179
H (-1.103, 3.107, 4.351)  0.171
H (-0.184, 2.843, 6.594)  0.177
H (1.541, 3.204, 6.423)  0.184
H (1.249, 1.406, 8.023)  0.184
H (2.090, 0.793, 6.590)  0.175
H (1.211, -1.465, 6.266)  0.167
H (0.719, -0.383, 4.935)  0.178
H (-0.485, -1.403, 5.748)  0.190

Output
Frontier orbital gap (Eh): 0.3031
2S+1: 1
Calculated total energy (eV): -50121.943

# 3
The following is a quantum chemistry calculation of a molecular structure, C51H42F2N12O11Rb at a distorted geometry, from the OMol25 dataset.

Each line ends with the Löwdin charge.
Positions of all 119 atoms, in Å:
Rb (-0.487, 2.027, 1.589)  0.970
N (-2.946, -1.610, 1.444)  0.146
C (-1.988, -0.758, 1.044)  -0.187
N (-1.445, -0.725, -0.128)  0.163
C (-1.794, -1.714, -1.034)  -0.293
N (-1.230, -1.844, -2.180)  0.048
N (-0.313, -0.907, -2.572)  0.046
C (-0.807, 0.166, -3.042)  -0.096
C (0.044, 1.243, -3.591)  -0.257
C (-0.512, 2.125, -4.517)  -0.039
C (0.259, 3.162, -5.008)  -0.073
C (1.564, 3.289, -4.560)  -0.071
C (2.035, 2.352, -3.651)  -0.135
N (1.306, 1.351, -3.175)  0.132
C (-2.819, -2.711, -0.653)  -0.076
C (-3.263, -3.712, -1.516)  -0.035
C (-4.238, -4.605, -1.121)  -0.103
C (-4.793, -4.504, 0.157)  -0.096
C (-4.377, -3.517, 1.023)  -0.011
C (-3.391, -2.616, 0.615)  -0.169
H (-3.203, -1.590, 2.418)  0.161
H (-1.697, -0.045, 1.805)  0.033
H (-1.888, 0.318, -3.086)  0.118
H (-1.537, 1.992, -4.835)  0.112
H (-0.158, 3.867, -5.716)  0.107
H (2.199, 4.098, -4.895)  0.097
H (3.050, 2.417, -3.273)  0.107
H (-2.820, -3.764, -2.502)  0.099
H (-4.578, -5.377, -1.799)  0.090
H (-5.560, -5.201, 0.471)  0.097
H (-4.803, -3.426, 2.014)  0.114
F (3.407, -1.369, -3.619)  0.051
C (3.194, -1.984, -2.427)  -0.197
C (2.571, -1.325, -1.399)  0.082
C (2.406, -1.968, -0.178)  -0.028
C (1.661, -1.255, 0.900)  -0.308
O (1.381, -0.079, 0.753)  -0.007
C (1.230, -2.122, 1.993)  -0.022
C (1.779, -3.341, 2.106)  0.025
N (2.690, -3.894, 1.215)  -0.019
C (3.301, -5.146, 1.528)  -0.290
C (4.035, -5.252, 2.828)  -0.086
C (4.801, -5.225, 1.538)  -0.110
C (2.895, -3.272, 0.006)  -0.136
C (3.482, -3.940, -1.073)  0.043
C (3.609, -3.302, -2.295)  -0.166
N (4.083, -4.038, -3.418)  -0.143
C (3.576, -3.787, -4.746)  -0.121
C (3.554, -5.153, -5.489)  -0.066
N (3.803, -6.197, -4.444)  0.031
C (5.212, -6.107, -3.946)  -0.076
C (5.384, -4.652, -3.424)  -0.116
C (0.120, -1.737, 2.986)  -0.703
O (-0.766, -2.610, 3.105)  -0.039
O (0.227, -0.633, 3.534)  -0.008
H (2.195, -0.320, -1.539)  0.111
H (1.475, -4.009, 2.901)  0.145
H (2.758, -6.030, 1.199)  0.148
H (3.968, -6.181, 3.375)  0.102
H (4.057, -4.362, 3.440)  0.113
H (5.261, -6.143, 1.193)  0.093
H (5.341, -4.321, 1.293)  0.108
H (3.782, -4.977, -0.973)  0.107
H (4.191, -3.080, -5.312)  0.130
H (2.572, -3.376, -4.676)  0.142
H (4.345, -5.240, -6.232)  0.128
H (2.595, -5.358, -5.960)  0.133
H (3.541, -7.135, -4.735)  0.182
H (3.239, -5.877, -3.636)  0.182
H (5.877, -6.339, -4.775)  0.126
H (5.333, -6.854, -3.163)  0.129
H (6.082, -4.111, -4.076)  0.132
H (5.795, -4.657, -2.418)  0.131
N (2.534, 3.318, 1.227)  0.175
C (2.747, 3.917, 2.182)  -0.163
C (2.904, 4.599, 3.438)  -0.216
C (4.100, 4.508, 4.144)  -0.037
C (4.225, 5.161, 5.358)  -0.086
C (3.161, 5.897, 5.863)  -0.083
C (1.967, 5.977, 5.159)  -0.061
C (1.831, 5.329, 3.943)  -0.001
H (4.915, 3.920, 3.743)  0.115
H (5.150, 5.091, 5.914)  0.099
H (3.260, 6.403, 6.814)  0.100
H (1.134, 6.536, 5.561)  0.109
H (0.900, 5.362, 3.392)  0.132
F (-3.967, 6.011, -5.332)  0.061
C (-3.981, 4.954, -4.494)  -0.187
C (-3.036, 4.809, -3.553)  0.032
N (-2.979, 3.723, -2.723)  0.012
C (-1.998, 3.729, -1.639)  -0.047
C (-2.149, 4.948, -0.671)  -0.706
O (-2.862, 5.881, -1.080)  -0.026
O (-1.464, 4.851, 0.360)  -0.073
C (-3.947, 2.747, -2.768)  -0.470
O (-3.943, 1.745, -2.081)  0.070
N (-4.938, 2.966, -3.712)  0.212
C (-5.056, 4.001, -4.635)  -0.418
O (-5.969, 4.031, -5.439)  0.063
H (-2.257, 5.544, -3.425)  0.150
H (-1.000, 3.806, -2.078)  0.123
H (-2.077, 2.782, -1.112)  0.105
H (-5.662, 2.262, -3.740)  0.162
O (-1.258, 2.886, 3.948)  -0.152
C (-2.395, 2.414, 3.752)  -0.703
O (-2.761, 1.611, 2.861)  -0.158
C (-3.486, 2.866, 4.721)  -0.098
C (-4.595, 2.057, 4.951)  0.000
C (-5.577, 2.442, 5.846)  0.000
C (-5.441, 3.663, 6.488)  -0.163
C (-4.358, 4.498, 6.266)  0.001
C (-3.376, 4.083, 5.384)  0.002
N (-6.477, 4.081, 7.439)  -0.360
O (-6.327, 5.140, 8.021)  0.051
O (-7.432, 3.345, 7.608)  0.051
H (-4.670, 1.127, 4.405)  0.115
H (-6.441, 1.827, 6.048)  0.112
H (-4.300, 5.444, 6.782)  0.112
H (-2.502, 4.691, 5.195)  0.116

Output
Frontier orbital gap (Eh): 0.1745
Total charge: -1
2S+1: 1
ΔE to the lowest compared entry with this formula, charge and spin (eV): 2.170
Calculated total energy (eV): -100061.341